{"formula": "C4H9N3O", "method": "wB97M-V/def2-TZVPD", "relative_energy_kcal_mol": 243.1, "spin_multiplicity": 1, "energy_ev": -10801.9219, "e_homo_ev": -7.9, "lumo_ev": 0.50, "orbital_gap_ev": 8.390, "max_force_ev_per_a": 10.81, "species": ["C", "C", "C", "C", "H", "H", "H", "H", "H", "H", "H", "H", "H", "N", "N", "N", "O"], "xyz": [[0.86481, -1.36864, 1.31579], [1.08313, 0.42938, -0.35185], [-0.18363, 0.75362, -0.73761], [-1.33300, -0.03696, -0.41728], [0.56511, -0.36424, 2.44907], [1.91461, -2.25147, 1.44070], [-0.43596, -1.98049, 1.06324], [2.91835, 1.21496, -0.97771], [1.73344, 2.53969, -0.33303], [-0.54914, 1.51322, -1.71698], [-2.57496, 1.58132, -0.22069], [-3.17652, -0.06349, -0.44474], [-0.38587, -1.83680, -0.56654], [1.97872, 1.33899, -0.38958], [-2.57796, 0.54885, -0.06443], [-1.27600, -1.24495, 0.03992], [1.43487, -0.77300, -0.08826]], "atomic_forces_ev_per_a": [[0.88, -2.22, 1.42], [-4.85, 0.04, -2.19], [-3.05, 2.20, -3.84], [-0.15, -0.21, 3.11], [1.49, -2.79, -3.78], [-3.45, 3.15, 0.27], [3.86, 2.27, 1.16], [-2.69, -0.07, 2.14], [0.47, -5.40, -0.51], [1.95, -1.40, 3.41], [-0.76, -1.56, -0.15], [-3.78, -1.70, -1.40], [-3.35, 2.61, 1.89], [6.64, 8.40, -1.50], [4.60, 3.65, 0.45], [2.06, -3.88, -4.41], [0.13, -3.09, 3.93]]}


{"formula": "C8H9N2O2S2", "method": "wB97M-V/def2-TZVPD", "relative_energy_kcal_mol": 19.4, "spin_multiplicity": 1, "energy_ev": -37186.1555, "e_homo_ev": [-3.1, -3.1], "charge": -1, "lumo_ev": [3.33, 3.33], "orbital_gap_ev": [6.427, 6.426], "max_force_ev_per_a": 4.02, "species": ["C", "C", "C", "C", "C", "C", "C", "C", "N", "N", "O", "O", "S", "S", "H", "H", "H", "H", "H", "H", "H", "H", "H"], "xyz": [[1.20773, -1.41981, 1.14085], [-0.01945, -1.69397, 1.88779], [1.24702, -0.58899, 0.09984], [-1.10914, -0.88577, 1.63511], [-5.35389, -0.95818, 0.45354], [-0.04715, 0.02712, -0.44731], [-1.16121, 0.11497, 0.51744], [0.24515, 1.38174, -1.05017], [-3.34634, 0.91707, -0.27306], [-2.41548, -0.04441, -0.20592], [-4.52708, -1.21241, 1.22782], [-6.14089, -0.77414, -0.35421], [-3.11694, 2.32149, 0.46588], [-2.70105, -1.36348, -1.15852], [2.14118, -2.02041, 1.16834], [0.11262, -2.46558, 2.59580], [2.12372, -0.21790, -0.36242], [-2.00356, -1.30328, 2.01083], [-0.29095, -0.65569, -1.38139], [-1.18188, 1.19914, 0.86951], [1.13758, 1.99094, -0.58859], [-0.65896, 1.98737, -0.84400], [0.40953, 1.45138, -2.10645]], "atomic_forces_ev_per_a": [[1.63, -0.49, -1.17], [-0.31, 2.68, -1.77], [-2.61, 0.68, 0.55], [2.09, -2.78, 0.09], [1.96, -0.66, 0.68], [2.78, -1.40, -2.54], [-0.29, 0.85, 1.06], [0.42, 2.71, 1.17], [1.87, -2.27, 0.14], [-2.32, 2.82, -0.36], [-0.74, 0.14, 0.63], [-1.57, 0.44, -0.95], [-0.19, 1.45, 0.68], [0.07, -1.82, -1.01], [-0.61, 0.32, 1.18], [-0.86, -0.72, 0.84], [0.98, -0.37, -0.62], [-1.24, 0.47, 0.67], [-0.02, 0.94, 1.99], [-0.13, -1.35, 0.25], [-1.54, -1.30, -0.42], [0.55, 0.14, -0.38], [0.10, -0.48, -0.71]]}


{"formula": "C11H15N3O", "method": "wB97M-V/def2-TZVPD", "relative_energy_kcal_mol": 125.8, "spin_multiplicity": 1, "energy_ev": -18163.4076, "e_homo_ev": [-8.1, -8.1], "lumo_ev": [0.65, 0.65], "orbital_gap_ev": [8.787, 8.788], "max_force_ev_per_a": 4.74, "species": ["C", "C", "C", "C", "C", "C", "C", "C", "C", "C", "C", "N", "N", "N", "O", "H", "H", "H", "H", "H", "H", "H", "H", "H", "H", "H", "H", "H", "H", "H"], "xyz": [[3.68540, -0.07512, 0.55356], [3.06271, 0.22454, -0.68603], [3.01833, -0.03878, 1.76410], [1.73350, 0.45911, -0.68861], [1.66536, 0.26866, 1.82244], [1.06571, 0.56083, 0.53650], [-0.32742, 0.85331, 0.38691], [-1.45373, -0.88635, -0.01433], [-0.67566, -2.21327, -0.07098], [-2.48445, -0.57638, -0.99459], [-0.13832, 3.01995, -0.34218], [-0.97607, 1.15540, 1.58985], [-1.91560, 0.44983, 1.99368], [-2.10450, -0.70510, 1.30778], [-0.62187, 1.68508, -0.60856], [4.71857, -0.24696, 0.52270], [3.53674, 0.26172, -1.65741], [3.53471, -0.23572, 2.74620], [1.22979, 0.74009, -1.66452], [1.18697, 0.31786, 2.74670], [-1.26139, -2.85306, -0.70056], [-0.65405, -2.64243, 0.92978], [0.40565, -2.12864, -0.38419], [-3.40830, -0.13164, -0.42977], [-2.71586, -1.48936, -1.44780], [-2.16864, 0.23606, -1.76576], [-0.51155, 3.72204, -1.18206], [0.92945, 3.10609, -0.60228], [-0.27887, 3.21424, 0.72407], [-2.92100, -1.16727, 1.57342]], "atomic_forces_ev_per_a": [[-0.47, 0.65, -1.25], [1.01, -0.78, 0.99], [0.19, -0.27, 1.27], [-1.00, 1.15, -0.45], [0.79, 0.35, -4.10], [0.94, -1.35, 1.31], [-2.56, -3.92, 0.59], [1.84, 2.35, 3.69], [0.66, 1.31, 0.29], [-1.19, 3.43, -0.95], [0.62, 0.70, -2.13], [-1.11, 1.05, 1.10], [0.60, -0.82, -0.32], [2.47, 0.97, -0.37], [-0.78, 1.80, -1.41], [1.35, -0.36, 0.18], [0.69, -0.23, 0.29], [-0.31, 0.14, -1.35], [0.40, -0.55, 1.53], [-1.11, 0.19, 1.08], [0.16, -0.73, -0.58], [0.00, -0.01, 0.00], [-1.22, 0.02, -0.08], [1.58, -0.86, -1.42], [-0.93, -1.17, -1.34], [-0.47, -1.54, 1.08], [-0.47, -1.02, 1.97], [0.08, -0.53, 0.58], [-0.36, 0.73, -0.49], [-1.40, -0.71, 0.30]]}